C21H38Br8Fe2O11 | ωB97M-V/def2-TZVPD

As for the HOMO-LUMO gap (alpha / beta): 8.202 / 7.494 eV. Its spin multiplicity is 9. The LUMO energy (alpha / beta) comes out at -0.77 / -1.15 eV.

Last column: Mulliken charge in e.
Atoms and positions in Å:
1 Fe 3.43119 16.34779 7.31469  0.73
2 Fe 5.84399 14.45675 8.22175  1.67
3 C 5.82213 17.06264 8.14116  1.61
4 O 5.10646 17.60183 7.20478  -0.78
5 O 6.79833 16.26142 7.82018  -0.70
6 O 5.00846 16.32412 8.83701  -0.96
7 C 3.41341 13.76627 7.53852  1.22
8 O 2.47220 14.62197 7.81006  -0.84
9 O 4.15721 13.15731 8.37959  -0.75
10 O 4.21178 14.42015 6.74251  -1.07
11 C 8.99782 14.40553 6.12906  -0.12
12 C 8.20046 13.17361 6.46377  0.05
13 O 7.24514 13.30389 7.19291  -0.60
14 C 8.66477 11.83662 5.93043  -1.57
15 H 8.79825 15.16586 6.87979  -0.06
16 H 8.82114 14.71696 5.09739  0.13
17 H 10.06320 14.16120 6.09065  0.72
18 H 8.95520 11.86217 4.87998  0.43
19 H 7.84562 11.12041 5.98978  0.37
20 H 9.51606 11.52036 6.53361  0.39
21 O 7.09406 14.05537 9.94794  -0.40
22 C 7.76035 14.30614 10.92848  0.81
23 O 7.87710 13.50321 11.96571  -0.35
24 C 7.15453 12.23650 11.97627  -0.16
25 C 7.88851 11.21828 11.16288  -1.03
26 C 8.36779 15.66173 11.13937  -0.75
27 H 6.13395 12.44082 11.65455  0.19
28 H 7.16649 12.02145 13.04187  0.30
29 H 8.74754 10.87561 11.74580  0.35
30 H 8.19592 11.49475 10.15769  0.17
31 H 7.30900 10.29551 11.06559  0.36
32 H 7.89459 16.12550 12.00351  0.05
33 H 8.30040 16.27362 10.24283  0.07
34 H 9.43792 15.54868 11.32868  0.44
35 O 4.15974 21.17440 5.90550  -0.67
36 C 5.14295 20.95549 5.25094  0.40
37 O 5.95129 21.88689 4.74596  -0.23
38 C 5.67547 23.26867 4.98395  -0.29
39 C 6.90125 24.14596 4.74714  -1.17
40 C 5.66978 19.56543 4.95583  0.59
41 H 5.45918 23.28890 6.05736  0.35
42 H 4.79412 23.61252 4.44417  0.34
43 H 7.75222 23.76779 5.30926  0.25
44 H 6.68715 25.13827 5.14187  0.37
45 H 7.03478 24.18499 3.66671  0.34
46 H 5.08157 19.19171 4.11165  0.38
47 H 5.40713 18.89052 5.76975  -0.53
48 H 6.71378 19.53274 4.66300  0.02
49 Br 4.22950 19.23519 10.24505  -0.22
50 C 5.65837 20.46248 9.57939  -0.71
51 C 5.59928 20.72195 8.08037  0.20
52 Br 7.02453 22.01722 7.69025  -0.11
53 H 6.60214 19.96148 9.78522  0.35
54 H 5.58640 21.33362 10.22066  0.56
55 H 4.66125 21.17311 7.77370  0.57
56 H 5.80999 19.80127 7.54378  -0.73
57 Br 6.86927 16.21691 3.39729  -0.14
58 C 5.95596 15.04159 4.65745  0.58
59 C 5.84989 13.63511 4.11428  -0.72
60 Br 4.68129 13.62747 2.49717  -0.17
61 H 4.95541 15.44137 4.81995  0.52
62 H 6.38486 15.16940 5.65205  -0.88
63 H 5.42939 13.00892 4.90127  0.40
64 H 6.80923 13.20341 3.83897  0.46
65 Br 10.70884 16.44386 4.02919  -0.18
66 C 10.48661 17.33029 5.77630  -0.58
67 C 9.04468 17.79465 5.84318  0.54
68 Br 8.73085 18.95109 7.39130  -0.13
69 H 11.15592 18.18465 5.76692  0.48
70 H 10.73934 16.61825 6.55404  0.40
71 H 8.34212 16.98224 6.00055  -0.92
72 H 8.74227 18.38612 4.98579  0.44
73 Br 6.29704 17.01435 14.30501  -0.19
74 C 4.78630 17.44778 13.13500  -0.40
75 C 4.70337 16.43604 12.01865  -0.28
76 Br 4.30802 14.60381 12.60059  -0.15
77 H 4.94497 18.44748 12.73592  0.23
78 H 3.90756 17.49696 13.77131  0.44
79 H 5.56539 16.32715 11.36581  -0.02
80 H 3.94365 16.72946 11.29243  0.30